24
Properties=species:S:1:pos:R:3 method="wB97M-V/def2-TZVPD" e_lumo_ev=0.6 multiplicity=1 energy_ev=-13523.422 e_above_lowest_kj_mol=212.5 gap_ev=9.91
H -3.11 -2.24 0.14
H 0.76 1.66 3.43
N -1.70 -1.26 -0.85
H 0.79 2.54 1.88
C 2.48 0.57 1.31
C 2.80 -0.46 0.19
N 1.15 0.51 1.63
H 2.07 -0.35 -0.65
H -3.46 -0.50 -0.04
H -2.10 -1.77 -1.55
H -0.65 1.52 2.51
H -1.13 0.92 -3.24
C 0.53 1.64 2.40
H -1.10 -0.83 -3.60
C -2.71 -1.16 0.20
C -0.77 -0.03 -2.88
O -0.92 0.94 -0.70
C -1.05 -0.07 -1.37
H 2.45 -1.50 0.39
H 0.34 0.03 -3.15
H -2.17 -1.08 1.22
H 0.47 0.10 0.98
H 3.77 -0.37 -0.18
O 3.28 1.17 1.94



58
Properties=species:S:1:pos:R:3 method="wB97M-V/def2-TZVPD" e_lumo_ev=0.5 multiplicity=1 energy_ev=-46564.649 e_above_lowest_kj_mol=63.9 gap_ev=8.08
C -7.53 0.01 1.80
C -3.48 -0.87 -0.15
N 2.17 -3.71 -0.41
H 2.62 2.26 0.55
H 3.60 0.24 2.90
C 3.09 2.60 -0.37
N 0.18 0.36 -0.49
C -8.02 0.14 0.50
H -7.57 0.06 -1.60
C 1.66 -1.63 -0.75
H -8.20 0.15 2.63
C 2.35 0.53 -1.67
C 4.18 -0.14 2.09
C 1.53 -0.15 -0.57
H 0.18 0.16 1.58
H -9.07 0.37 0.35
H -5.81 -0.39 3.03
C -0.53 0.12 0.75
C -7.19 -0.04 -0.59
H -0.13 0.29 -2.55
C -5.35 -0.46 0.95
H 2.09 -1.94 2.14
O 4.90 -1.41 0.41
C 2.84 -2.27 1.42
H -0.60 -2.06 0.64
H 6.59 -0.36 -0.13
N -4.02 -0.75 1.02
S -4.59 -0.60 -1.53
H -1.26 0.92 0.88
N -2.21 -1.23 -0.36
H 1.99 0.10 0.40
H 3.23 -3.25 1.73
H -0.90 -1.92 -1.81
N 1.60 -3.60 -1.53
C -6.20 -0.29 2.03
N 2.23 -2.49 0.13
H 3.63 4.49 -1.28
C -1.55 -1.06 -1.64
H 2.77 2.46 -2.49
C -1.29 -1.22 0.75
C 5.37 0.42 1.57
H -2.29 -1.01 -2.43
H 3.38 0.18 -1.59
H 1.97 0.21 -2.65
H 5.87 1.31 1.90
C 5.76 -0.39 0.55
H 1.29 2.39 -1.53
H -1.86 -1.33 1.67
C -0.71 0.24 -1.63
C -5.86 -0.33 -0.36
H 2.13 4.53 -0.36
C 3.94 -1.26 1.35
C 3.13 4.12 -0.38
H 4.11 2.21 -0.39
H -1.39 1.09 -1.59
N 1.27 -2.34 -1.79
H 3.68 4.49 0.48
C 2.32 2.06 -1.58